Below is a molecular structure, C4H5Cl3O at a distorted geometry, with properties calculated with the ωB97M-V functional and the def2-TZVPD basis.

```
13
Properties=species:S:1:pos:R:3:forces:R:3
C 1.0192 -0.0540 0.3057 -0.311 1.328 -2.916
C 0.7286 0.8799 1.4007 5.771 2.042 1.657
C 0.1535 0.2938 -0.9112 -2.987 -3.449 2.154
C -1.0913 -1.2657 -0.7252 0.310 4.526 -1.761
O 1.8513 -0.9066 0.0723 -0.325 0.306 1.531
Cl -0.7937 1.7245 -0.9757 -0.054 0.173 -0.240
Cl -2.0065 -1.4646 -2.2282 0.018 0.310 0.121
Cl -2.1119 -0.8832 0.6023 -0.051 -0.532 0.391
H 0.8975 1.9998 1.0719 0.274 -2.208 0.020
H 1.4527 0.7601 2.2936 -1.526 -0.092 -1.210
H -0.2424 1.0013 1.6314 -3.483 -0.478 1.127
H 0.5907 -0.0192 -1.7909 0.966 -0.127 -1.965
H -0.4477 -2.0663 -0.7467 1.398 -1.799 1.092
```
Positions in Å, forces in eV/Å.

Properties
Multiplicity: 1
HOMO level (hartree): -0.3546
ΔE to the lowest compared entry with this formula, charge and spin (eV): 2.190
HOMO-LUMO gap (eV): 9.86

Atomic partial charges in e from the Löwdin method, atoms 1 to 5: atom 1 (C): -0.52, atom 2 (C): -0.07, atom 3 (C): -0.60, atom 4 (C): -1.05, atom 5 (O): 0.09

=====

Below is a gas-phase ion, C16H22N2OPS (charge +1) at a distorted geometry, with properties calculated with the ωB97M-V functional and the def2-TZVPD basis.

```
43
Properties=species:S:1:pos:R:3:forces:R:3
C 2.0917 -1.5578 -0.3022 -0.034 0.562 0.023
C 0.6528 -1.2329 -0.0285 -0.330 -0.323 0.087
C 0.2702 0.0968 0.2377 -0.088 0.251 0.068
C 1.2584 1.2310 0.2583 0.128 -0.099 -0.307
C 2.0153 1.4728 -1.0767 0.839 0.144 0.790
C 3.5439 1.5852 -0.8679 -0.073 -0.244 -0.419
S 4.5410 0.8222 -2.1994 0.221 -0.017 -0.038
C -1.0705 0.3710 0.5050 -0.357 -0.237 0.135
C -1.6122 1.7210 0.8175 -0.101 0.153 -0.225
C -2.3662 2.3790 -0.1545 -0.040 0.189 0.188
C -2.9257 3.6294 0.1010 0.323 -0.549 0.259
C -2.7309 4.2135 1.3460 0.059 -0.238 -0.324
C -1.9693 3.5610 2.3116 -0.205 0.139 -0.089
C -1.4096 2.3145 2.0614 -0.232 0.278 -0.245
C -1.9787 -0.6720 0.4885 0.341 0.322 -0.029
N -1.6086 -1.9279 0.2365 -0.136 -0.179 -0.112
C -2.6704 -2.9627 0.2751 0.025 -0.003 -0.017
C -0.3132 -2.2492 -0.0306 0.617 0.371 -0.078
P -0.0462 -4.0823 -0.3274 -0.098 -0.920 0.347
N 1.5519 -4.3793 0.1114 -0.220 0.109 -0.657
O 0.0358 -4.0712 -1.9849 -0.172 0.590 0.394
H 2.7128 -0.7139 -0.0445 0.154 0.154 0.021
H 2.2462 -1.7261 -1.3657 0.099 -0.277 -0.094
H 2.4426 -2.3904 0.2881 -0.043 -0.137 -0.002
H 0.7469 2.1484 0.5122 -0.184 0.063 0.183
H 1.9560 1.0433 1.0744 0.176 -0.051 0.013
H 1.8383 0.6849 -1.7965 -0.371 -0.036 -0.161
H 1.6977 2.4343 -1.4594 -0.328 -0.085 -0.453
H 3.8620 1.1101 0.0551 -0.027 -0.061 0.130
H 3.8575 2.6220 -0.8265 -0.051 0.154 0.115
H 3.5663 0.3534 -2.9893 -0.125 0.119 0.115
H -2.5208 1.9186 -1.1195 0.019 -0.089 -0.103
H -3.5089 4.1014 -0.6714 -0.097 0.204 -0.024
H -3.1803 5.1722 1.5446 0.017 0.148 0.170
H -1.8435 4.0450 3.2670 0.121 -0.074 0.168
H -0.8369 1.8112 2.8241 0.102 -0.078 0.104
H -3.0220 -0.4934 0.6790 -0.172 -0.034 0.058
H -2.6997 -3.5273 -0.6483 0.026 0.006 -0.160
H -2.4789 -3.6483 1.0885 0.001 -0.079 0.159
H -3.6209 -2.4680 0.4165 -0.102 0.104 0.038
H 2.1922 -4.1400 -0.6416 0.209 -0.097 0.244
H 1.6704 -5.3553 0.3497 -0.003 -0.030 0.169
H -0.3366 -3.2442 -2.3147 0.111 -0.123 -0.439
```
Positions in Å, forces in eV/Å.

Properties
Multiplicity: 1
Total charge: +1
HOMO level (hartree): -0.4224
HOMO-LUMO gap (eV): 7.59
SMILES string: Cc1c(CCCS)c(-c2ccccc2)c[n+](C)c1P(N)O

Atomic partial charges in e from the Löwdin method, atoms 1 to 5: atom 1 (C): -0.02, atom 2 (C): -0.14, atom 3 (C): -0.07, atom 4 (C): -0.11, atom 5 (C): -0.22

=====

Below is 2 unconnected molecules or ions with the total composition C10H16 at a distorted geometry, with properties calculated with the ωB97M-V functional and the def2-TZVPD basis.

```
26
Properties=species:S:1:pos:R:3:forces:R:3
C 0.5146 0.1661 -3.0997 1.096 -0.349 -0.135
C 1.3524 0.0825 -0.7420 1.323 0.411 -0.013
C 0.9336 -0.5933 -1.8453 -2.049 -0.165 -0.391
C 1.7028 -0.6445 0.4272 0.295 -0.832 1.463
C 1.5654 -2.0517 0.4673 -0.955 -0.102 -0.844
C 0.5730 -1.9663 -1.7419 0.302 0.123 -0.953
C 1.0153 -2.7207 -0.6151 0.239 -0.025 0.409
H 1.5983 1.1439 -0.7960 -0.164 -0.024 -0.072
H 2.1174 -0.2182 1.3370 -0.068 0.501 -0.257
H 1.3628 0.8064 -3.3692 -0.271 0.328 -0.049
H -0.3938 0.7699 -3.0062 0.066 -0.135 0.123
H 1.7034 -2.5884 1.3978 0.486 -0.056 0.034
H 0.1769 -2.4680 -2.6270 0.135 0.067 0.190
H 0.9026 -3.8053 -0.6487 -0.032 0.159 0.308
H 0.4188 -0.5249 -3.9471 -0.256 0.059 0.179
C -1.1883 0.8693 1.5841 1.382 -0.664 0.394
C -1.7462 1.7624 0.4724 -0.130 0.332 -0.098
C -1.3010 1.2903 3.0616 -0.475 -0.023 -0.213
H -0.1095 0.7474 1.4204 -0.273 -0.042 -0.220
H -1.5195 -0.1799 1.5133 -0.298 0.499 -0.216
H -2.3873 1.2194 -0.2150 -0.456 -0.204 0.200
H -2.2836 2.6564 0.8295 0.043 -0.330 0.033
H -2.2778 1.7348 3.2328 -0.219 0.160 0.302
H -0.9766 2.1111 -0.2166 0.363 0.127 0.310
H -0.5354 1.9884 3.4131 -0.058 0.113 -0.332
H -1.2184 0.4130 3.7133 -0.026 0.072 -0.153
```
Positions in Å, forces in eV/Å.

Properties
Multiplicity: 2
Total charge: -1
Expectation value of S²: 0.760
HOMO level (spin up / spin down) (hartree): 0.0349 / -0.1281
ΔE to the lowest compared entry with this formula, charge and spin (eV): 0.572
HOMO-LUMO gap (spin up / spin down) (eV): 2.77 / 7.12

Atomic partial charges in e from the Löwdin method, atoms 1 to 5: atom 1 (C): -0.10, atom 2 (C): -0.17, atom 3 (C): -0.37, atom 4 (C): -0.21, atom 5 (C): -0.20

=====

Below is a single C25H26N4O molecule, with properties calculated with the ωB97M-V functional and the def2-TZVPD basis.

```
56
Properties=species:S:1:pos:R:3:forces:R:3
C 2.2042 0.7590 -1.6545 -0.204 -0.025 -0.178
H 3.1553 0.2474 -1.5346 0.122 -0.024 0.050
H 1.8390 1.0489 -0.6733 0.046 0.079 0.094
H 2.3625 1.6594 -2.2437 0.017 0.116 -0.030
C 1.2122 -0.1466 -2.3713 0.218 0.209 -0.031
N 1.0703 -1.4462 -1.7342 -0.163 -0.210 -0.087
C 0.4252 -2.3914 -2.6267 -0.122 -0.005 0.112
C 1.3208 -2.7601 -3.7776 0.061 -0.079 -0.206
C 0.8112 -3.0149 -5.0446 0.122 0.013 0.172
C 1.6876 -3.3783 -6.0553 -0.274 0.005 -0.037
N 2.9925 -3.4930 -5.8834 0.307 -0.130 -0.442
C 3.4786 -3.2482 -4.6774 0.064 0.033 0.283
C 2.6942 -2.8846 -3.5968 -0.135 -0.029 -0.108
H 3.1246 -2.6845 -2.6290 0.093 0.039 0.089
H 4.5517 -3.3521 -4.5792 0.078 0.019 0.107
H 1.3285 -3.5847 -7.0553 -0.117 0.004 -0.054
H -0.2476 -2.9308 -5.2408 -0.101 0.026 -0.035
H 0.2206 -3.3085 -2.0625 -0.075 0.105 -0.027
H -0.5399 -2.0152 -3.0147 0.063 -0.090 0.023
C 0.4319 -1.3567 -0.4266 0.091 -0.084 0.060
C 1.4460 -1.1391 0.6497 0.107 0.032 0.309
C 2.7070 -1.6919 0.7101 -0.308 0.082 0.036
N 3.3144 -1.1894 1.8035 -0.394 -0.092 -0.435
N 2.5293 -0.3458 2.4563 -0.116 0.467 0.620
C 1.3812 -0.2967 1.7868 0.491 -0.607 -0.322
C 0.2889 0.5530 2.2414 -0.175 0.240 0.149
C 0.5739 1.7714 2.8571 -0.076 -0.147 -0.110
C -0.4402 2.6015 3.2839 -0.376 0.117 0.047
C -1.7694 2.2264 3.1073 0.362 -0.328 -0.114
C -2.0653 0.9979 2.5268 -0.261 0.210 0.164
C -1.0432 0.1730 2.0987 0.232 0.084 0.029
H -1.2865 -0.7925 1.6817 -0.023 -0.089 -0.046
H -3.0949 0.6846 2.4274 -0.035 -0.015 -0.007
O -2.7301 3.0670 3.6088 0.093 0.082 0.156
C -3.9493 3.1719 2.9959 -0.493 0.107 -0.205
C -4.1209 3.0655 1.6194 0.296 0.022 0.118
C -5.3764 3.2472 1.0691 -0.067 0.005 0.008
C -6.4626 3.5415 1.8752 -0.130 0.022 -0.061
C -6.2869 3.6639 3.2437 -0.034 -0.007 -0.052
C -5.0385 3.4801 3.8060 0.353 -0.104 0.021
H -4.8839 3.5736 4.8696 0.027 0.002 0.115
H -7.1279 3.9002 3.8785 -0.058 0.020 0.058
H -7.4399 3.6806 1.4383 -0.080 0.013 -0.033
H -5.5029 3.1636 -0.0004 -0.002 -0.004 -0.079
H -3.2713 2.8523 0.9869 0.028 -0.016 -0.031
H -0.2259 3.5458 3.7598 0.017 0.109 0.042
H 1.6061 2.0544 2.9915 0.095 0.056 0.009
C 4.6358 -1.4743 2.2807 0.450 -0.095 0.145
H 4.7865 -0.9042 3.1949 -0.014 -0.046 -0.072
H 4.7479 -2.5390 2.4946 -0.008 0.066 0.013
H 5.3846 -1.1801 1.5422 -0.033 0.000 0.055
H 3.1949 -2.3851 0.0562 0.146 -0.124 -0.169
H -0.3144 -0.5462 -0.4016 -0.005 -0.111 -0.012
H -0.0943 -2.2973 -0.2272 -0.061 0.125 -0.106
H 1.5706 -0.3202 -3.3898 -0.084 0.063 0.052
H 0.2342 0.3671 -2.4414 0.044 -0.110 -0.052
```
Positions in Å, forces in eV/Å.

Properties
Multiplicity: 1
HOMO level (hartree): -0.2948
ΔE to the lowest compared entry with this formula, charge and spin (eV): 1.648
HOMO-LUMO gap (eV): 8.67
SMILES string: CCN(Cc1ccncc1)Cc1cn(C)nc1-c1ccc(Oc2ccccc2)cc1

Atomic partial charges in e from the Löwdin method, atoms 1 to 5: atom 1 (C): -0.06, atom 2 (H): 0.08, atom 3 (H): 0.07, atom 4 (H): 0.07, atom 5 (C): -0.24

=====

What did we get for DFT total energy? Answer: -43841.658 -42095.373 -10627.739 -34354.272 eV, in the order shown.